(1)
71
Properties=species:S:1:pos:R:3:mulliken_spin:R:1 method="wB97M-V/def2-TZVPD" spin_multiplicity=5 total_charge=+3 homo_energy_ev="-17.36 / -18.01" orbital_gap_ev="8.280 / 4.804"
Pd -0.26 -0.20 0.14 1.249
P 1.67 0.96 1.25 0.451
P -0.98 -1.12 -1.98 0.334
N -0.11 1.70 -1.23 0.861
C 1.53 2.69 0.46 0.070
H 1.10 3.31 1.25 0.017
H 2.60 3.03 0.33 0.011
C 0.69 2.79 -0.84 0.023
H -0.17 3.47 -0.56 0.061
H 1.32 3.39 -1.52 0.023
C -0.28 1.59 -2.61 0.042
H 0.47 1.32 -3.35 0.031
H -0.73 2.59 -2.96 0.066
C -1.44 0.59 -2.79 0.022
H -1.80 0.39 -3.83 0.007
H -2.28 0.90 -2.15 0.001
C -2.63 -1.99 -2.05 0.039
C -3.38 -1.85 -0.72 0.034
H -3.63 -0.81 -0.49 -0.009
H -2.80 -2.27 0.11 -0.003
H -4.32 -2.41 -0.78 0.002
C 0.07 -1.83 -3.35 0.039
C 0.69 -3.17 -2.93 0.021
H 1.63 -3.29 -3.46 0.002
H 0.03 -4.01 -3.21 0.000
H 0.90 -3.24 -1.85 -0.008
C 3.50 0.61 1.27 0.051
C 3.85 -0.59 2.16 0.007
H 4.87 -0.90 1.89 0.001
H 3.20 -1.45 1.99 -0.002
H 3.85 -0.32 3.22 0.000
C 1.17 1.22 3.04 0.052
C 1.09 -0.12 3.79 0.024
H 0.30 -0.05 4.55 0.000
H 2.02 -0.35 4.31 0.000
H 0.84 -0.97 3.14 -0.010
C 0.41 -1.95 0.72 0.068
C -0.67 -1.89 -4.70 0.030
H -1.72 -1.58 -4.66 0.001
H -0.16 -1.25 -5.42 0.000
H -0.63 -2.91 -5.10 0.004
C 4.40 1.83 1.57 0.040
H 5.31 1.48 2.08 0.001
H 4.71 2.31 0.63 0.001
H 3.93 2.59 2.21 -0.001
C 1.98 2.26 3.82 0.027
H 1.51 2.38 4.81 0.008
H 3.01 1.94 3.99 0.002
H 1.98 3.24 3.34 -0.001
C -2.55 -3.47 -2.45 0.012
H -1.85 -4.02 -1.82 0.000
H -3.54 -3.90 -2.33 0.004
H -2.26 -3.60 -3.51 0.000
H -3.19 -1.44 -2.82 0.024
H 0.14 1.61 2.93 -0.005
H 0.89 -1.09 -3.42 0.005
H 3.65 0.32 0.22 -0.007
O 0.69 -3.01 1.10 0.047
H 1.89 0.45 -1.67 -0.001
H 2.66 0.19 -1.91 0.019
Br -4.59 3.30 0.95 0.007
C -3.58 1.91 1.52 0.009
C -3.97 1.17 2.69 0.020
C -3.15 0.03 3.06 0.016
C -2.05 -0.33 2.32 0.041
N -1.81 0.47 1.25 0.095
C -2.47 1.54 0.83 0.018
H -4.77 1.43 3.22 0.000
H -3.34 -0.54 3.90 -0.001
H -1.38 -1.18 2.50 0.004
H -2.08 2.08 -0.10 0.007

---

(2)
32
Properties=species:S:1:pos:R:3:nbo_charge:R:1 method="wB97M-V/def2-TZVPD" total_charge=+1 homo_energy_ev=-12.20 relative_energy_kj_mol=417.26 orbital_gap_ev=8.703
C -3.78 1.74 1.35 0.185
C -1.19 0.69 0.02 0.193
C -0.57 -0.36 -0.86 0.096
C 0.86 0.19 0.97 0.320
C -1.47 -1.64 -0.93 -0.606
C -0.54 0.27 -2.32 -0.631
C 0.79 -0.51 2.34 -0.655
C 2.10 1.04 0.85 -0.618
C 1.49 -1.68 -0.76 -0.407
N 0.67 -0.61 -0.26 -0.495
N -0.35 0.99 0.95 0.033
N -3.26 2.80 1.11 -0.756
O -0.50 1.94 1.83 -0.470
S -4.07 0.25 1.51 0.157
H -2.16 1.30 -0.15 0.279
H -1.77 -1.87 -0.01 0.201
H -0.81 -2.42 -1.30 0.229
H -2.35 -1.61 -1.67 0.232
H 0.22 -0.18 -2.99 0.244
H -0.36 1.31 -2.24 0.210
H -1.54 0.29 -2.89 0.233
H -0.24 -0.79 2.55 0.219
H 1.15 0.15 3.22 0.248
H 1.35 -1.47 2.37 0.250
H 2.03 1.67 1.75 0.235
H 2.02 1.46 -0.09 0.224
H 2.96 0.29 0.88 0.242
H 1.27 -2.79 -0.81 0.225
H 1.98 -1.44 -1.66 0.205
H 2.36 -1.58 0.11 0.207
H -1.42 2.24 1.79 0.512
H -3.61 3.76 1.07 0.460

---

(3)
30
Properties=species:S:1:pos:R:3:nbo_charge:R:1 method="wB97M-V/def2-TZVPD" total_charge=0 homo_energy_ev=-7.76 smiles=CCc1c[nH]c2ccccc12.CC relative_energy_kj_mol=93.22 orbital_gap_ev=8.637
C -3.86 -0.69 -1.74 -0.609
C -2.53 -0.09 -2.19 -0.419
C -1.41 -0.43 -1.25 -0.088
C -0.46 -1.36 -1.46 -0.017
N 0.38 -1.46 -0.37 -0.536
C 0.04 -0.47 0.52 0.149
C 0.65 -0.16 1.74 -0.253
C 0.03 0.86 2.47 -0.211
C -1.17 1.43 2.05 -0.249
C -1.79 1.01 0.87 -0.175
C -1.07 0.20 -0.01 -0.102
H -4.15 -1.61 -2.23 0.208
H -4.68 -0.01 -2.02 0.202
H -4.02 -0.81 -0.67 0.213
H -2.24 -0.44 -3.17 0.213
H -2.67 0.99 -2.23 0.212
H -0.31 -1.97 -2.34 0.206
H 1.05 -2.18 -0.22 0.410
H 1.62 -0.57 1.98 0.215
H 0.40 0.94 3.48 0.211
H -1.69 2.11 2.68 0.207
H -2.81 1.34 0.79 0.213
C 4.94 1.10 -0.39 -0.609
C 4.59 -0.02 0.58 -0.606
H 5.65 0.64 -1.09 0.195
H 4.19 1.52 -1.07 0.210
H 5.51 1.93 0.02 0.201
H 4.05 0.35 1.44 0.201
H 5.50 -0.50 0.92 0.207
H 3.93 -0.65 0.00 0.201

---

(4)
14
Properties=species:S:1:pos:R:3:nbo_charge:R:1 method="wB97M-V/def2-TZVPD" total_charge=+1 homo_energy_ev=-13.06 relative_energy_kj_mol=162.02 orbital_gap_ev=9.812
C 0.04 -0.45 1.06 -0.177
C -0.89 -0.80 0.18 0.043
N -1.80 -1.79 0.44 -0.809
N 0.97 0.64 0.69 -0.691
H 0.31 -0.98 1.95 0.228
H -1.18 -0.12 -0.62 0.212
H -2.07 -1.99 1.39 0.406
H -2.15 -2.43 -0.25 0.414
H 1.02 1.46 1.29 0.436
H 1.93 0.27 0.64 0.431
H 0.76 0.93 -0.28 0.473
H 1.69 1.25 -2.42 0.498
H 0.91 2.56 -2.33 0.511
O 1.19 1.80 -1.80 -0.976